Computed, not measured: an isolated ion of composition C5H11N2O and charge -1 in a non-equilibrium geometry, with the ωB97M-V functional and the def2-TZVPD basis.

The net charge is -1. As for the SMILES: C=NCC[C@H](N)C[O-]. For the HOMO-LUMO gap, the calculation gives 0.2283 Ha.

Last column: natural (NBO) charge in e.
Cartesian coordinates (Å):
C  1.85  1.67  -1.33  -0.10
N  0.85  2.23  -0.81  -0.41
C  -0.23  1.72  0.15  -0.23
C  0.10  0.37  0.80  -0.44
C  -0.51  -0.72  -0.08  -0.07
N  -1.94  -0.70  0.00  -0.86
C  0.11  -2.19  0.38  0.02
O  -0.37  -2.37  1.56  -0.94
H  2.48  2.30  -2.01  0.15
H  2.04  0.67  -1.15  0.15
H  -0.36  2.54  0.93  0.18
H  -1.15  1.74  -0.39  0.22
H  1.16  0.19  0.92  0.21
H  -0.23  0.44  1.80  0.21
H  -0.30  -0.45  -1.16  0.13
H  -2.33  -0.70  0.86  0.35
H  -2.31  -1.49  -0.43  0.35
H  -0.14  -3.05  -0.36  0.04
H  1.27  -2.19  0.31  0.04